(1)
Computed, not measured: a molecular structure, C23H16F7N2O7S2Sc, with ωB97M-V/def2-TZVPD.

Last column: Mulliken charge in e.
Cartesian coordinates (Å):
Sc -2.14061 0.92844 -0.45134  -0.03
F -7.83912 2.88903 -0.92685  -0.23
C -6.53878 2.95162 -1.22607  0.61
F -6.15797 4.22836 -1.17694  -0.22
F -6.36852 2.50350 -2.46838  -0.22
S -5.54739 1.96909 -0.02367  0.93
O -4.19147 2.12329 -0.51145  -0.57
O -5.87152 2.51818 1.25261  -0.65
N -6.18225 0.54772 -0.27874  -0.56
S -5.30170 -0.74437 -0.46342  1.10
O -6.03263 -1.90860 -0.08547  -0.65
O -3.94424 -0.58969 0.01093  -0.64
C -5.12677 -0.88631 -2.29499  0.71
F -6.33022 -0.88398 -2.88039  -0.26
F -4.50923 -2.02081 -2.60631  -0.22
F -4.42439 0.13846 -2.77709  -0.18
C 4.70894 1.50553 0.21934  -1.41
C 4.38719 0.37117 -0.75376  0.12
C 5.04576 -0.91232 -0.26366  -0.92
C 4.57411 -2.11073 -1.07152  -1.25
C 3.08451 -2.23607 -0.91307  0.73
C 2.46188 -3.47054 -0.81367  -1.05
C 1.09080 -3.51268 -0.66567  0.08
F 0.48767 -4.73871 -0.57497  -0.41
C 0.32388 -2.37511 -0.61519  -0.78
C 0.93512 -1.12993 -0.69552  0.02
C 0.05937 0.10491 -0.64340  4.14
O -1.02437 -0.12504 -1.59925  -0.98
C 0.83293 1.31487 -1.11746  -0.23
C 2.16436 1.30324 -1.18499  -1.05
N 2.94930 0.18934 -0.89779  0.50
C 2.32682 -1.06156 -0.83132  -0.42
C 0.09358 2.59735 -1.42989  0.28
O 0.70116 3.56097 -1.89577  -0.81
O -1.17875 2.60303 -1.17042  -0.52
H 5.79237 1.59001 0.34229  0.46
H 4.25415 1.29668 1.18982  0.20
H 4.32916 2.46516 -0.12538  0.44
H 4.81958 0.62097 -1.73753  0.36
H 4.77961 -1.06430 0.78740  0.24
H 6.13031 -0.78533 -0.31814  0.43
H 5.06547 -3.02874 -0.73989  0.39
H 4.83917 -1.96479 -2.12619  0.36
H 3.03597 -4.38898 -0.85320  0.43
H -0.75126 -2.41977 -0.50661  0.60
H 2.69495 2.20354 -1.46435  0.53
C -0.60217 0.35820 0.74161  -1.69
C 0.04285 0.16631 1.97184  1.07
C 1.44317 -0.06420 2.17835  0.00
C 1.99163 -0.25360 3.43433  -0.69
C 1.22057 -0.21803 4.59389  -0.63
C -0.15046 0.02999 4.43479  -0.39
C -0.71152 0.21512 3.19361  -1.03
H 2.10853 -0.06989 1.32374  0.77
H 3.06365 -0.42679 3.51025  0.29
H 1.65955 -0.36933 5.57317  0.33
H -0.79314 0.07390 5.31097  0.31
H -1.77961 0.39222 3.11075  0.25

Cartesian forces (eV/Å) of the 3 atoms listed first:
-0.102 0.061 0.086
-0.009 0.002 -0.008
0.032 -0.004 0.014

## Properties
energy above the lowest of the compared OMol25 structures with the same formula, charge and spin	0.0	kcal/mol
gap between HOMO and LUMO	4.05	eV
E	-102820.1385	eV
total charge	-2
2S+1	1

***

(2)
Computed, not measured: a molecular structure, C23H16LiN5O6S in a non-equilibrium geometry, with ωB97M-V/def2-TZVPD.

Last column: Mulliken charge in e.
Cartesian coordinates (Å):
Li -1.20706 -0.68506 -2.95688  0.92
O 2.35514 3.00144 -3.09038  -0.69
C 1.21414 3.67614 -2.85448  0.30
C 1.25564 5.05744 -2.67858  -0.62
C 0.10944 5.76144 -2.36048  -0.29
C -1.09806 5.10094 -2.20998  -0.68
C -1.16106 3.74094 -2.44468  -0.56
C -0.02466 3.01964 -2.78568  0.41
C -0.16666 1.55284 -3.02568  0.78
O -1.30416 1.10224 -3.31988  -0.92
N 0.93224 0.84954 -2.81668  -0.37
N 0.69584 -0.49566 -2.92838  -0.67
C 1.31704 -1.33146 -2.19538  -0.23
C 0.96124 -2.72826 -2.15798  0.77
C 1.82894 -3.61846 -1.52048  -0.63
C 1.56464 -4.96896 -1.41218  -0.62
C 0.37764 -5.45996 -1.94928  -0.35
C -0.52266 -4.60806 -2.53678  -0.48
C -0.30806 -3.20346 -2.64818  0.35
O -1.22436 -2.46696 -3.13358  -1.11
H 2.09834 2.03114 -3.03058  0.56
H 2.20574 5.56114 -2.77088  0.40
H 0.16514 6.83134 -2.21208  0.34
H -1.98256 5.64054 -1.90538  0.37
H -2.08766 3.19164 -2.35758  0.40
H 2.13204 -0.99996 -1.52898  0.26
H 2.75844 -3.23316 -1.11148  0.31
H 2.26374 -5.64076 -0.92728  0.37
H 0.15204 -6.52056 -1.88418  0.32
H -1.45336 -4.98406 -2.94568  0.34
O 0.54794 2.04924 7.50022  -0.70
S 0.89964 1.94914 6.08882  1.20
O 0.39364 3.04844 5.27872  -0.68
O 2.29434 1.59114 5.84692  -0.70
C 0.03084 0.46484 5.44042  0.11
N -0.50446 -0.40416 6.28652  -0.53
C -1.09196 -1.46396 5.75552  -0.33
C -1.18766 -1.66426 4.38782  -0.62
C -0.58976 -0.69426 3.57362  0.35
N 0.03194 0.34574 4.12852  -0.30
C -0.70406 -0.69226 2.10352  1.16
C -0.26546 0.42034 1.38452  -0.75
C -0.56766 0.51134 0.03652  -0.14
N -1.23996 -0.41756 -0.62338  -0.09
C -1.57666 -1.51546 0.02962  -0.51
C -1.33046 -1.70806 1.37882  -0.70
H -1.52796 -2.16706 6.46132  0.41
H -1.72746 -2.51076 3.98992  0.30
H 0.26844 1.20414 1.89602  0.61
H -0.28176 1.38304 -0.53288  0.24
H -2.07776 -2.27206 -0.55598  0.41
H -1.64086 -2.63096 1.84462  0.28

Cartesian forces (eV/Å) of the 3 atoms listed first:
-0.387 -0.120 0.080
-0.099 0.187 -0.039
0.026 -0.112 0.000

## Properties
energy above the lowest of the compared OMol25 structures with the same formula, charge and spin	6.7	kcal/mol
gap between HOMO and LUMO	6.70	eV
E	-54891.0568	eV
total charge	-2
2S+1	1